The following is a quantum chemistry calculation of C23H36BF2N2ORuS4SbSi as an isolated structure, from OMol25.

2S+1 = 6
Highest occupied orbital energy (spin up / spin down) = -2.001 / -3.803 eV
DFT total energy = -3524.87706 Ha
Energy above the lowest of the compared OMol25 structures with the same formula, charge and spin = 25.2 kcal per mole
Charge = -1

Positions of all 72 atoms, in Å:
Ru  -1.112729  0.245648  -0.622571
C  -3.201930  3.358883  1.101883
Si  -3.567885  1.858658  2.110873
C  -5.385109  1.824205  2.482459
C  -2.617130  1.755289  3.681529
O  -3.318010  0.509193  1.144448
H  -3.285490  4.262805  1.710688
H  -3.909910  3.439101  0.273003
H  -2.190639  3.328626  0.695757
H  -5.675462  2.732487  3.018768
H  -5.649556  0.969634  3.108808
H  -5.974097  1.773753  1.564449
H  -3.004215  2.480734  4.402709
H  -1.556000  1.950330  3.526981
H  -2.707517  0.756101  4.113947
C  -1.591171  1.825913  -2.109962
C  -2.354309  0.781074  -2.747400
C  -3.660583  0.448424  -2.296716
C  -4.390267  -0.564252  -2.885642
C  -3.873822  -1.286748  -3.960189
C  -2.601994  -0.971758  -4.432099
C  -1.856043  0.031776  -3.843912
H  -2.144814  2.605971  -1.599171
H  -0.681065  2.147879  -2.602659
H  -4.083839  1.009578  -1.470667
H  -5.375861  -0.797227  -2.501601
H  -4.452786  -2.076307  -4.421277
H  -2.191284  -1.510049  -5.278667
H  -0.872408  0.276810  -4.230677
S  3.580247  -2.448987  2.017393
C  2.797598  -1.001173  2.478686
S  1.047997  -0.856450  2.360894
C  1.204268  0.751368  1.719353
N  2.378409  1.254724  1.737295
N  3.284708  0.342257  2.232810
C  4.571735  0.794716  2.485756
C  5.441454  0.028338  3.270177
C  6.723636  0.486570  3.524785
C  7.171690  1.702375  3.021693
C  6.297314  2.465745  2.258045
C  5.010342  2.027074  1.988472
S  -0.154636  1.618248  0.997240
H  5.103928  -0.922620  3.653910
H  7.382044  -0.123193  4.132768
H  8.178552  2.047355  3.219568
H  6.615996  3.423879  1.863573
H  4.334393  2.627052  1.396543
C  2.838241  0.527044  -3.222249
S  1.843938  0.662389  -1.730312
C  2.806080  -0.495068  -0.733089
H  2.826694  -0.482896  -3.635348
H  3.866287  0.806054  -2.990979
H  2.442427  1.220536  -3.963563
H  3.790976  -0.091948  -0.501263
H  2.911459  -1.443879  -1.260634
H  2.292377  -0.676869  0.202458
C  -2.131671  -3.720315  -1.759769
Sb  -0.650475  -2.333044  -1.141466
C  0.201918  -3.530135  0.371164
C  0.677133  -2.735948  -2.755748
H  -1.639394  -4.681829  -1.908181
H  -2.586018  -3.385305  -2.690317
H  -2.900223  -3.802190  -0.994551
H  0.753110  -4.342476  -0.101049
H  -0.614183  -3.931056  0.971998
H  0.861969  -2.948229  1.012645
H  1.492950  -3.373404  -2.418106
H  1.074071  -1.804642  -3.152307
H  0.110703  -3.248006  -3.533064
F  -3.332777  -1.685961  0.412836
B  -2.696026  -0.707987  1.119801
F  -1.923325  -1.178618  2.109050

Cartesian forces (eV/Å) of the 2 atoms listed first:
Ru 0.7860 0.6858 -0.3942
C 0.1076 0.2118 -0.1941